[1]
Formula: C15H16F2O
Source: the Open Molecules 2025 dataset
Level of theory: wB97M-V/def2-TZVPD

Results
Total energy in Ha: -856.13901
E_LUMO in eV: 0.8
SMILES: Fc1ccccc1.Fc1ccccc1.CC(C)=O
ΔE to the lowest compared entry with this formula, charge and spin in kcal/mol: 0.00
Gap between HOMO and LUMO in eV: 9.87
Highest occupied orbital energy in Ha: -0.33475

Cartesian coordinates (Å):
F: 4.690 2.712 1.002
C: 3.513 2.490 1.631
C: 3.249 3.171 2.802
C: 2.033 2.939 3.427
C: 1.116 2.048 2.890
C: 1.414 1.386 1.703
C: 2.627 1.595 1.067
H: 4.001 3.844 3.190
H: 1.795 3.491 4.327
H: 0.140 1.954 3.348
H: 0.766 0.649 1.244
H: 2.865 1.042 0.170
F: -2.777 -0.296 -0.211
C: -3.039 -0.097 -1.523
C: -4.244 0.459 -1.885
C: -4.503 0.683 -3.236
C: -3.565 0.345 -4.185
C: -2.353 -0.202 -3.790
C: -2.093 -0.437 -2.444
H: -4.951 0.718 -1.107
H: -5.462 1.119 -3.482
H: -3.791 0.565 -5.222
H: -1.631 -0.507 -4.534
H: -1.142 -0.878 -2.175
C: 2.363 -2.948 0.288
C: 0.975 -2.363 0.406
O: 0.688 -1.334 -0.160
C: -0.027 -3.107 1.256
H: 2.471 -3.886 0.827
H: 3.056 -2.232 0.743
H: 2.643 -3.062 -0.757
H: 0.147 -2.906 2.314
H: 0.063 -4.177 1.068
H: -1.034 -2.776 1.009


[2]
Formula: C15H16N2O3S
Source: the Open Molecules 2025 dataset
Level of theory: wB97M-V/def2-TZVPD

Results
Total energy in Ha: -1314.64390
E_LUMO in eV: 0.3
SMILES: Cc1ccccc1NS(=O)(=O)c1cc(C(N)=O)ccc1C
ΔE to the lowest compared entry with this formula, charge and spin in kcal/mol: 20.88
Gap between HOMO and LUMO in eV: 8.94
Highest occupied orbital energy in Ha: -0.31883

Cartesian coordinates (Å):
C: -4.118 -0.624 0.454
C: -3.173 0.492 0.110
C: -3.523 1.812 0.346
C: -2.668 2.855 0.032
C: -1.438 2.579 -0.536
C: -1.064 1.270 -0.781
C: -1.920 0.223 -0.460
N: -1.518 -1.088 -0.677
S: -0.108 -1.619 -1.391
O: 0.104 -0.967 -2.650
O: -0.240 -3.047 -1.376
C: 1.182 -1.091 -0.265
C: 2.193 -0.327 -0.812
C: 3.231 0.131 -0.011
C: 3.230 -0.219 1.339
C: 2.218 -0.994 1.870
C: 1.166 -1.448 1.076
C: 0.070 -2.285 1.646
H: -0.798 -1.661 1.863
H: -0.225 -3.048 0.930
H: 0.391 -2.757 2.571
H: 2.240 -1.259 2.916
H: 4.048 0.125 1.953
C: 4.373 0.957 -0.513
O: 5.411 1.063 0.107
N: 4.173 1.591 -1.691
H: 3.313 1.532 -2.205
H: 4.923 2.149 -2.062
H: 2.140 -0.135 -1.873
H: -2.189 -1.818 -0.511
H: -0.118 1.047 -1.243
H: -0.764 3.383 -0.793
H: -2.965 3.874 0.227
H: -4.487 2.026 0.784
H: -3.677 -1.301 1.186
H: -4.376 -1.201 -0.434
H: -5.036 -0.222 0.875


[3]
Formula: C15H16N2O3S
Source: the Open Molecules 2025 dataset
Level of theory: wB97M-V/def2-TZVPD

Results
Total energy in Ha: -1314.63673
E_LUMO in eV: 0.5
SMILES: Cc1ccccc1NS(=O)(=O)c1ccc(C)c(C(N)=O)c1
ΔE to the lowest compared entry with this formula, charge and spin in kcal/mol: 25.37
Gap between HOMO and LUMO in eV: 9.27
Highest occupied orbital energy in Ha: -0.32126

Cartesian coordinates (Å):
C: 1.445 -0.470 1.820
C: 2.681 -0.679 1.003
C: 3.872 -1.052 1.612
C: 5.024 -1.274 0.879
C: 4.998 -1.130 -0.497
C: 3.826 -0.747 -1.122
C: 2.671 -0.515 -0.383
N: 1.486 -0.147 -1.048
S: 0.753 1.344 -0.766
O: 1.522 2.137 0.146
O: 0.454 1.879 -2.065
C: -0.813 0.916 -0.013
C: -1.576 -0.084 -0.577
C: -2.827 -0.378 -0.048
C: -3.300 0.318 1.068
C: -2.508 1.323 1.614
C: -1.273 1.634 1.073
H: -0.653 2.415 1.484
H: -2.867 1.867 2.476
C: -4.627 -0.003 1.686
H: -4.894 -1.044 1.522
H: -5.409 0.624 1.256
H: -4.601 0.190 2.756
C: -3.614 -1.483 -0.695
O: -3.232 -2.629 -0.742
N: -4.788 -1.076 -1.234
H: -5.047 -0.106 -1.266
H: -5.344 -1.743 -1.744
H: -1.199 -0.637 -1.423
H: 1.549 -0.270 -2.049
H: 3.798 -0.626 -2.196
H: 5.887 -1.308 -1.083
H: 5.936 -1.564 1.379
H: 3.891 -1.176 2.685
H: 1.267 0.597 1.949
H: 1.557 -0.925 2.801
H: 0.580 -0.903 1.322


[4]
Formula: C15H16N4O2PdS5
Source: the Open Molecules 2025 dataset
Level of theory: wB97M-V/def2-TZVPD

Results
Total energy in Ha: -3069.50932
E_LUMO (alpha / beta) in eV: -0.4 / -1.3
ΔE to the lowest compared entry with this formula, charge and spin in kcal/mol: 0.11
Gap between HOMO and LUMO (alpha / beta) in eV: 6.38 / 5.56
Highest occupied orbital energy (alpha / beta) in Ha: -0.24932 / -0.25242
2S+1: 3

Cartesian coordinates (Å):
Pd: 0.921 0.305 1.560
S: 8.247 1.874 1.473
C: 6.639 1.584 1.475
S: 5.924 0.177 2.193
C: 4.246 0.525 1.845
C: 4.013 1.733 1.160
S: 2.537 2.362 0.678
S: 5.463 2.649 0.784
S: 3.100 -0.604 2.358
O: -0.898 -2.358 -4.734
C: 0.433 -2.470 -4.270
C: 0.529 -1.924 -2.873
C: 1.721 -2.023 -2.166
C: 1.789 -1.493 -0.894
N: 0.752 -0.897 -0.308
C: -0.402 -0.798 -0.972
C: -0.544 -1.300 -2.262
C: -1.515 -0.104 -0.266
C: -2.809 -0.083 -0.774
C: -3.806 0.595 -0.094
C: -5.214 0.658 -0.636
O: -5.523 -0.382 -1.540
C: -3.468 1.234 1.092
C: -2.164 1.156 1.543
N: -1.207 0.501 0.888
H: -0.932 -2.633 -5.655
H: 1.123 -1.912 -4.911
H: 0.762 -3.516 -4.260
H: 2.592 -2.499 -2.599
H: 2.697 -1.538 -0.305
H: -1.469 -1.205 -2.806
H: -3.059 -0.595 -1.691
H: -5.335 1.585 -1.200
H: -5.924 0.691 0.196
H: -5.574 -1.214 -1.057
H: -4.208 1.773 1.669
H: -1.866 1.616 2.478
N: -0.290 1.288 4.436
N: 0.771 1.538 3.511
H: -0.023 1.555 5.378
H: -0.461 0.290 4.430
H: 1.691 1.352 3.902
H: 0.740 2.508 3.221


[5]
Formula: C15H16N6O6V
Source: the Open Molecules 2025 dataset
Level of theory: wB97M-V/def2-TZVPD

Results
Total energy in Ha: -2305.30780
E_LUMO (alpha / beta) in eV: 0.2 / 0.2
ΔE to the lowest compared entry with this formula, charge and spin in kcal/mol: 2.72
Gap between HOMO and LUMO (alpha / beta) in eV: 6.59 / 5.63
Highest occupied orbital energy (alpha / beta) in Ha: -0.23332 / -0.19997
2S+1: 2

Cartesian coordinates (Å):
V: -0.558 -1.163 0.386
O: 2.209 -4.640 -3.754
C: 1.583 -3.932 -2.770
C: 1.938 -4.029 -1.430
C: 1.249 -3.259 -0.522
N: 0.272 -2.433 -0.906
C: -0.095 -2.368 -2.194
C: 0.542 -3.101 -3.162
C: -1.281 -1.451 -2.362
O: -1.717 -1.141 -3.451
O: -1.738 -1.052 -1.187
C: 1.400 -3.250 0.973
O: 2.277 -3.835 1.566
O: 0.443 -2.517 1.523
H: 2.894 -5.192 -3.364
H: 2.726 -4.689 -1.082
H: 0.229 -3.033 -4.197
C: -0.040 3.639 -1.734
N: -0.449 2.261 -2.002
C: -1.821 2.041 -2.485
C: 0.193 1.285 -1.377
N: 0.799 0.452 -0.843
H: -0.050 4.204 -2.665
H: 0.968 3.653 -1.328
H: -0.723 4.117 -1.028
H: -1.969 2.668 -3.362
H: -2.537 2.312 -1.709
H: -1.961 1.001 -2.760
C: -1.499 3.518 2.048
N: -0.829 2.313 2.549
C: -0.111 2.318 3.709
C: 0.511 1.221 4.166
C: 0.415 0.025 3.377
N: -0.263 0.023 2.233
C: -0.928 1.140 1.820
O: -1.609 1.068 0.792
N: 0.999 -1.103 3.758
H: -1.900 4.082 2.887
H: -2.310 3.212 1.398
H: -0.805 4.142 1.489
H: -0.090 3.260 4.244
H: 1.058 1.235 5.099
H: 1.611 -1.108 4.552
H: 0.963 -1.893 3.105


[6]
Formula: C15H16O5
Source: the Open Molecules 2025 dataset
Level of theory: wB97M-V/def2-TZVPD

Results
Total energy in Ha: -957.41505
E_LUMO in eV: -0.3
SMILES: CC1(C)Cc2c(O)c(C=O)c3c(c2C1)C(=O)O[C@@H](O)C3
ΔE to the lowest compared entry with this formula, charge and spin in kcal/mol: 0.00
Gap between HOMO and LUMO in eV: 8.76
Highest occupied orbital energy in Ha: -0.33166

Cartesian coordinates (Å):
O: 3.113 -0.789 3.141
O: -1.583 -1.805 -2.102
O: 2.238 1.295 1.894
O: -0.824 -5.058 0.947
O: -1.277 -3.410 -0.561
C: 2.559 -1.486 2.301
C: -1.088 -2.184 -1.054
C: 1.445 0.456 1.181
C: 1.562 -0.907 1.374
C: -0.151 -1.244 -0.350
C: 0.726 -1.739 0.623
C: 0.526 0.961 0.253
C: -0.257 0.156 -0.505
C: -1.977 3.235 -0.650
C: -0.058 3.174 -2.223
C: -0.753 -3.652 0.739
C: 0.702 -3.216 0.890
C: 0.296 2.391 0.067
C: -1.136 0.993 -1.392
C: -0.726 2.454 -1.056
H: 2.813 0.782 2.501
H: -1.579 -5.417 0.434
H: 2.949 -2.506 2.191
H: -1.635 4.221 -0.322
H: -2.644 3.472 -1.497
H: -2.522 2.733 0.153
H: -0.754 3.304 -3.050
H: 0.846 2.657 -2.634
H: 0.191 4.173 -1.870
H: -1.379 -3.158 1.475
H: 1.103 -3.500 1.891
H: 1.291 -3.708 0.093
H: -0.142 2.801 0.985
H: 1.245 2.906 -0.219
H: -0.970 0.813 -2.446
H: -2.152 0.803 -1.202


Which value of total energy does entry 3 give?
-1314.63673 Ha